The following is a DFT calculation (ωB97M-V with the def2-TZVPD basis set) of a 10-piece molecular cluster, C32H86N2O10 overall at a distorted geometry.

frontier orbital gap = 9.461 eV
relative energy (zero: lowest compared OMol25 entry of this formula, charge and spin) = 6.7 kcal per mole
calculated total energy = -58032.1251 eV
molecular weight = 659.04 g/mol
2S+1 = 1
SMILES string = COC[C@H](C)N.COC[C@H](C)N.CC(C)O.CC(C)O.CC(C)O.CC(C)O.CC(C)O.CC(C)O.CC(C)O.CC(C)O

Geometry as XYZ:
```
130
Properties=species:S:1:pos:R:3:lowdin_charge:R:1
C -1.63075 2.21080 4.35255 -0.0454
C -1.58582 2.26089 5.86227 -0.4800
C -1.44337 0.88067 6.51202 -0.0451
O -0.44765 3.07324 6.16931 -0.0711
H -2.50372 1.64577 4.10079 0.0629
H -0.72063 1.76406 3.96848 0.0652
H -1.78072 3.20297 3.93123 0.0908
H -2.46647 2.73497 6.25912 0.1276
H -0.68094 0.32269 5.98035 0.0747
H -2.35863 0.27674 6.46462 0.0700
H -1.18939 0.96325 7.59518 0.0909
H -0.37858 3.18446 7.13785 0.1090
C 3.25082 5.34629 -3.43343 -0.0735
C 1.85549 5.34983 -2.91408 -0.4628
C 1.43147 3.96706 -2.36768 -0.0498
O 1.77996 6.35824 -1.85440 -0.0739
H 3.61868 6.33754 -3.76837 0.0851
H 3.56648 4.69216 -4.22037 0.0678
H 3.87142 5.17818 -2.51104 0.0963
H 1.11957 5.60048 -3.63107 0.1171
H 0.54740 3.99722 -1.74813 0.0725
H 2.27467 3.54485 -1.79269 0.0836
H 1.13848 3.23879 -3.13547 0.0579
H 1.82693 5.91460 -0.98187 0.0879
C -3.37777 -2.64859 4.45135 -0.0552
C -4.83094 -2.27909 4.18783 -0.5080
C -4.91544 -0.89129 3.59495 -0.0595
O -5.51334 -3.20307 3.34750 -0.0396
H -2.87098 -2.82477 3.50177 0.0697
H -3.24817 -3.54542 5.05353 0.0761
H -2.82795 -1.86513 4.98841 0.0699
H -5.37359 -2.21421 5.17137 0.1410
H -5.92609 -0.62711 3.28861 0.0854
H -4.24027 -0.84308 2.73559 0.0701
H -4.51883 -0.19698 4.33749 0.0693
H -5.18047 -4.08603 3.49563 0.0798
C -2.55745 1.69001 0.63268 -0.0437
C -3.09032 1.42651 -0.75525 -0.4884
C -3.93323 2.52816 -1.34220 -0.0536
O -2.02283 1.24416 -1.73687 -0.0938
H -2.21317 2.70777 0.67316 0.0814
H -1.68669 1.06568 0.78351 0.0502
H -3.30639 1.43961 1.37541 0.0764
H -3.64500 0.46190 -0.69479 0.1284
H -4.79983 2.62195 -0.70835 0.0755
H -4.18392 2.25023 -2.40567 0.0968
H -3.34209 3.42833 -1.33781 0.0746
H -1.32439 0.78062 -1.22335 0.0389
C 3.78574 2.16168 3.54446 -0.0665
C 2.59547 2.71765 4.29340 -0.4799
C 1.84319 3.74059 3.42504 -0.0495
O 1.78821 1.57142 4.62644 -0.0824
H 3.48497 1.61561 2.64377 0.0627
H 4.35085 1.54026 4.25306 0.0861
H 4.42541 2.98611 3.23681 0.0782
H 2.96671 3.18883 5.21277 0.1349
H 1.68032 3.35737 2.41096 0.0667
H 2.53377 4.62402 3.19254 0.1044
H 0.87740 3.98676 3.80793 0.0475
H 1.05830 1.84347 5.22908 0.0545
C 2.14738 -3.82178 -4.55654 -0.0463
C 2.00057 -4.30892 -3.13761 -0.4749
C 2.13043 -3.19269 -2.14952 -0.0635
O 0.71442 -4.94503 -2.99818 -0.0562
H 1.28317 -3.23116 -4.71771 0.0684
H 2.27052 -4.63159 -5.27897 0.0871
H 3.03664 -3.23786 -4.66207 0.0648
H 2.72191 -5.07624 -2.87469 0.1356
H 3.16131 -2.86918 -2.06229 0.0813
H 1.93396 -3.60494 -1.17538 0.0712
H 1.38304 -2.38545 -2.32163 0.0855
H 0.56819 -5.49566 -3.75594 0.0769
C 4.57634 -1.31452 0.88233 -0.0556
C 4.65312 -2.65431 1.53200 -0.4758
C 3.32301 -2.97137 2.20950 -0.0536
O 4.98125 -3.81156 0.71838 -0.0567
H 4.20346 -1.36201 -0.13900 0.0662
H 5.56415 -0.86083 0.75585 0.0832
H 3.93764 -0.64945 1.47692 0.0654
H 5.35971 -2.68720 2.37640 0.1355
H 3.52197 -3.90234 2.72247 0.0807
H 2.57459 -3.12379 1.47011 0.0576
H 3.00473 -2.18550 2.88693 0.0790
H 5.74987 -3.66655 0.15039 0.0876
C 1.45618 0.91416 -0.28767 -0.0599
C 1.02187 -0.42748 0.22089 -0.4570
C 0.76298 -0.49151 1.67229 -0.0404
O -0.17712 -0.63095 -0.60639 -0.1323
H 0.81298 1.78515 -0.10190 0.0843
H 1.60028 0.91902 -1.37335 0.0567
H 2.44180 1.20146 0.08939 0.0795
H 1.85164 -1.08420 -0.08257 0.1106
H 1.64278 -0.24965 2.21666 0.0520
H 0.43481 -1.48484 1.93790 0.0837
H 0.02488 0.25161 1.96116 0.0711
H -0.37895 -1.62448 -0.62024 0.0538
C -1.38189 0.38080 -4.87239 -0.0796
C -0.07650 1.10655 -4.68494 -0.4558
C 0.89952 0.17024 -3.97046 -0.2123
O 2.14706 0.82154 -3.95732 -0.1819
C 3.14784 -0.05315 -3.56057 -0.1224
N 0.42767 1.44624 -5.99287 0.0571
H -1.26230 -0.55089 -5.48981 0.0981
H -2.16934 0.97142 -5.34398 0.0797
H -1.87815 0.07932 -3.95022 0.0335
H -0.21409 1.90922 -3.93221 0.1232
H 1.01389 -0.72742 -4.62701 0.1262
H 0.47052 -0.12150 -2.98531 0.1179
H 3.19355 -0.96278 -4.21026 0.0893
H 3.01462 -0.40578 -2.53351 0.0630
H 4.11377 0.41053 -3.55292 0.0837
H -0.17458 2.09305 -6.49231 0.0780
H 1.33404 1.87367 -5.95939 0.0614
C -3.23718 -2.69493 0.09634 -0.0321
C -2.49285 -3.31246 -1.12009 -0.4110
C -2.67469 -2.52661 -2.42652 -0.2111
O -4.05969 -2.42127 -2.69833 -0.1939
C -4.40760 -1.37453 -3.62350 -0.0730
N -1.07272 -3.27032 -0.85243 0.0287
H -3.07016 -3.32377 1.01061 0.0775
H -4.28769 -2.64091 -0.05823 0.0658
H -2.82066 -1.71894 0.33424 0.0639
H -2.88985 -4.32024 -1.36363 0.1467
H -2.07145 -2.99073 -3.25151 0.1392
H -2.24870 -1.51826 -2.26857 0.1068
H -4.14745 -0.42154 -3.15879 0.0789
H -5.47648 -1.48881 -3.83939 0.0878
H -3.98793 -1.63137 -4.59577 0.0845
H -0.95035 -3.97232 -0.08072 0.1228
H -0.56161 -3.70215 -1.63210 0.0577
```